## a
{"formula": "CH4ClOP", "method": "the ωB97M-V functional and the def2-TZVPD basis", "elements": ["C", "O", "H", "H", "P", "Cl", "H", "H"], "xyz": [[-0.61880, -1.96158, 0.67418], [-1.74030, -1.81534, 1.07506], [0.06220, -2.56233, 1.23177], [-0.12816, -1.61120, -0.23637], [0.30769, 1.50067, -0.28830], [0.62096, 1.43023, -2.28991], [-0.22017, 2.89820, -0.24888], [1.71658, 2.12134, 0.08245]], "lumo_energy_ev": 0.60, "smiles": "C=O.PCl", "mol_weight_g_mol": 98.5, "homo_ev": -10.1}


## b
{"formula": "CH4ClOP", "method": "the ωB97M-V functional and the def2-TZVPD basis", "elements": ["C", "O", "P", "Cl", "H", "H", "H", "H"], "xyz": [[-0.57167, 0.95395, 0.09722], [0.02074, -2.05526, -0.10140], [0.76818, -0.02177, -0.67174], [2.28157, 0.24386, 0.60189], [-0.37805, 1.31355, 1.15488], [-1.46555, 0.20040, 0.21862], [-0.89788, 1.91237, -0.45689], [0.24266, -2.54709, -0.84257]], "lumo_energy_ev": -0.34, "mol_weight_g_mol": 98.5, "homo_ev": -9.7}


Preferred: b; penalty for the next structure: 31.6 kJ/mol.


## a
{"formula": "C5H13NS", "method": "the ωB97M-V functional and the def2-TZVPD basis", "elements": ["C", "C", "S", "C", "N", "C", "C", "H", "H", "H", "H", "H", "H", "H", "H", "H", "H", "H", "H", "H"], "xyz": [[-1.05653, 0.36101, 0.91344], [-1.99983, -0.72566, 0.58171], [-2.17085, -1.98913, 1.91417], [0.40315, 0.18426, 0.64450], [0.66090, 0.49891, -0.80210], [1.14159, -0.74866, -1.57285], [1.66542, 1.56312, -0.81819], [-1.38645, 1.24168, 0.39410], [-1.11191, 0.54510, 2.06310], [-1.51664, -1.18611, -0.35307], [-2.97402, -0.37864, 0.29796], [-3.32733, -1.71367, 2.38228], [1.09475, 0.93403, 1.07596], [0.78254, -0.86212, 0.97403], [0.32657, -1.47342, -1.86048], [1.88512, -1.26772, -0.93713], [1.68784, -0.28806, -2.42055], [1.58262, 2.19312, 0.00635], [1.64840, 2.00720, -1.86511], [2.66466, 1.10476, -0.61814]], "lumo_energy_ev": [-2.77, -7.94], "spin_multiplicity": 2, "mol_weight_g_mol": 119.2, "homo_ev": [-12.5, -12.5], "total_charge": 1}


## b
{"formula": "C5H13NS", "method": "the ωB97M-V functional and the def2-TZVPD basis", "elements": ["C", "C", "S", "C", "N", "C", "C", "H", "H", "H", "H", "H", "H", "H", "H", "H", "H", "H", "H", "H"], "xyz": [[-0.68767, -0.77191, -0.32821], [-0.35016, -1.94898, 0.59349], [-0.57331, -1.15549, 2.36962], [0.54274, 0.05455, -0.59041], [0.37258, 1.37534, -1.12637], [-0.46457, 1.45658, -2.27506], [1.60690, 2.14687, -1.04279], [-1.47239, -0.19132, 0.15373], [-0.99900, -1.20470, -1.30310], [-1.11182, -2.72958, 0.63274], [0.55375, -2.48609, 0.25878], [0.32853, -1.98991, 2.98138], [1.28594, -0.49192, -1.18707], [0.99750, -0.00689, 0.44087], [0.22301, 1.13157, -3.09380], [-1.35509, 0.82722, -2.29703], [-0.86200, 2.43633, -2.55818], [1.63909, 2.57664, -0.04126], [2.52297, 1.54183, -1.21181], [1.58364, 3.02328, -1.72657]], "lumo_energy_ev": [-2.76, -7.34], "spin_multiplicity": 2, "mol_weight_g_mol": 119.2, "homo_ev": [-12.5, -12.5], "total_charge": 1}


Preferred: b; penalty for the next structure: 96.1 kJ/mol.


## a
{"formula": "C4H8FNO", "method": "the ωB97M-V functional and the def2-TZVPD basis", "elements": ["C", "C", "C", "C", "N", "O", "F", "H", "H", "H", "H", "H", "H", "H", "H"], "xyz": [[-1.57430, 1.79522, 0.53587], [-0.83853, 0.31117, -0.95590], [0.50672, 0.41863, -0.20542], [1.21477, -1.74354, 0.68929], [1.43911, -0.65671, -0.24054], [-1.40605, 1.49406, -0.81909], [1.21901, 1.49530, -0.79946], [-2.24524, 1.18577, 1.05834], [-1.63291, 2.92642, 0.81333], [-0.76304, -0.00254, -1.94859], [-1.38834, -0.53318, -0.62213], [1.37864, -1.63220, 1.77054], [0.04681, -1.92151, 0.72791], [1.57430, -2.64581, 0.34545], [2.46906, -0.49107, -0.34960]], "lumo_energy_ev": [0.40, 0.64], "mol_weight_g_mol": 105.1, "homo_ev": [-8.2, -7.7]}


## b
{"formula": "C4H8FNO", "method": "the ωB97M-V functional and the def2-TZVPD basis", "elements": ["N", "C", "C", "O", "C", "C", "F", "H", "H", "H", "H", "H", "H", "H", "H"], "xyz": [[0.84374, -1.09865, -1.45594], [0.72585, -0.41240, -0.16972], [0.12430, 1.05795, -0.21355], [1.05443, 2.04022, 0.30243], [-0.84417, 0.72843, 0.94944], [-0.44666, -0.80072, 0.73487], [-1.45834, -1.43755, -0.02824], [-0.15779, -1.32425, -1.63639], [1.34183, -1.91430, -1.26802], [1.64788, -0.44096, 0.33909], [-0.40432, 1.36524, -1.19242], [1.48582, 2.50932, -0.39414], [-1.93356, 0.99202, 0.89984], [-0.37127, 1.09871, 1.87935], [-0.18098, -1.41859, 1.59281]], "lumo_energy_ev": 1.04, "smiles": "N[C@H]1[C@H](O)C[C@H]1F", "mol_weight_g_mol": 105.1, "homo_ev": -9.4}


Preferred: b; penalty for the next structure: 372.3 kJ/mol.


## a
{"formula": "C5H14N2O", "method": "the ωB97M-V functional and the def2-TZVPD basis", "elements": ["C", "N", "C", "O", "C", "C", "C", "N", "H", "H", "H", "H", "H", "H", "H", "H", "H", "H", "H", "H", "H", "H"], "xyz": [[0.21520, 1.69207, -0.82699], [-0.74331, 1.73964, -1.91776], [-1.06126, -0.71736, 2.77518], [-0.01507, -1.28635, 2.14424], [1.06783, 0.38056, -0.87135], [0.27136, -0.76897, -1.49634], [-1.12771, -0.92513, -0.81386], [1.64367, 0.11242, 0.45506], [-0.23442, 1.54258, 0.18043], [0.96368, 2.48096, -0.67451], [-1.24073, 2.61200, -1.78539], [-1.97388, -0.42136, 2.18939], [-1.44357, -1.42630, 3.54806], [-0.83956, 0.19486, 3.32509], [1.88504, 0.64745, -1.53775], [0.76613, -1.73365, -1.66132], [0.08301, -0.39912, -2.50905], [-1.77336, -1.64430, -1.25235], [-1.71080, -0.01959, -0.86508], [-0.97695, -1.11603, 0.25020], [2.59312, -0.16261, 0.28264], [1.14689, -0.45573, 1.17289]], "lumo_energy_ev": [3.89, 2.77], "spin_multiplicity": 2, "mol_weight_g_mol": 118.2, "homo_ev": [-2.7, -2.7], "total_charge": -1}


## b
{"formula": "C5H14N2O", "method": "the ωB97M-V functional and the def2-TZVPD basis", "elements": ["C", "N", "C", "C", "C", "O", "C", "N", "H", "H", "H", "H", "H", "H", "H", "H", "H", "H", "H", "H", "H", "H"], "xyz": [[0.76220, 0.11374, -2.10386], [0.86447, -1.14999, -1.34363], [0.06772, -1.74179, 0.22106], [-0.83357, -0.97360, 1.12291], [0.02214, 0.02346, 1.93057], [-0.70332, 1.18890, 2.09121], [-0.38966, 0.98939, -1.70433], [-0.05570, 1.63718, -0.40272], [1.72326, 0.68436, -2.03230], [0.67564, -0.14884, -3.08499], [0.76950, -0.75397, -0.15541], [-0.43505, -2.52934, -0.44997], [1.04610, -2.27633, 0.75294], [-1.46206, -0.34796, 0.56384], [-1.46976, -1.58274, 1.81591], [0.37229, -0.45980, 2.90419], [0.89652, 0.22223, 1.26255], [-0.54868, 1.70385, -2.50133], [-1.22424, 0.40502, -1.70617], [-0.38791, 1.51291, 0.53982], [0.54835, 2.51016, -0.59273], [1.68824, -2.32834, 1.38030]], "lumo_energy_ev": [4.04, 3.05], "spin_multiplicity": 2, "mol_weight_g_mol": 118.2, "homo_ev": [-3.1, -3.1], "total_charge": -1}


Preferred: a; penalty for the next structure: 613.0 kJ/mol.


## a
{"formula": "CHN2O4", "method": "the ωB97M-V functional and the def2-TZVPD basis", "elements": ["C", "N", "N", "O", "O", "O", "O", "H"], "xyz": [[-0.09228, -0.47339, -1.84087], [0.59083, -0.40213, 1.24123], [-0.21708, 0.51328, 0.97053], [0.91792, -0.06027, -2.21656], [-0.65025, 0.57431, -0.22718], [-0.97074, -1.24972, -1.81906], [-0.61275, 1.40249, 1.73322], [1.03435, -0.30457, 2.15871]], "lumo_energy_ev": 4.12, "mol_weight_g_mol": 105.0, "homo_ev": -4.7, "total_charge": -1}


## b
{"formula": "CHN2O4", "method": "the ωB97M-V functional and the def2-TZVPD basis", "elements": ["O", "C", "O", "N", "N", "O", "O", "H"], "xyz": [[2.00650, -0.65565, -0.09753], [0.93616, -1.20031, -0.00537], [0.59958, -2.31736, -0.27426], [-0.14712, -0.47889, 0.75366], [-1.66621, -0.80889, 0.09270], [-1.98881, -1.91108, 0.14654], [-2.10874, 0.17245, -0.41982], [-0.09570, 0.50146, 0.82676]], "lumo_energy_ev": 4.17, "smiles": "O=C([O-])N[N+](=O)[O-]", "mol_weight_g_mol": 105.0, "homo_ev": -4.6, "total_charge": -1}


Preferred: a; penalty for the next structure: 77.5 kJ/mol.


## a
{"formula": "C9H17N2S", "method": "the ωB97M-V functional and the def2-TZVPD basis", "elements": ["C", "C", "C", "C", "C", "C", "C", "C", "C", "N", "N", "S", "H", "H", "H", "H", "H", "H", "H", "H", "H", "H", "H", "H", "H", "H", "H", "H", "H"], "xyz": [[1.41162, 1.45285, -0.34235], [1.54140, 2.75220, -0.09476], [2.44513, 0.43026, -0.79284], [-0.50153, -2.10185, 0.21186], [-1.51322, -0.96918, -0.01367], [-0.84354, 0.39310, -0.31726], [1.44980, -0.54268, -0.34535], [-2.54175, -1.22995, -1.16617], [-1.64626, 1.53313, 0.30946], [1.99869, -1.01818, 1.80911], [0.54390, 0.40400, 0.24971], [0.91455, -2.05386, -0.94722], [0.93760, 3.46103, 0.55224], [2.34567, 3.39070, -0.43638], [2.70469, 0.44610, -1.79935], [3.40777, 0.54591, -0.14354], [0.15958, -1.97723, 1.18648], [-0.82559, -3.18798, 0.00701], [-2.21597, -0.90977, 0.77197], [-0.74132, 0.33340, -1.33900], [-3.27163, -0.39330, -1.12033], [-3.14455, -1.99241, -0.83530], [-1.93691, -1.38722, -2.01117], [-2.08929, 1.37295, 1.23181], [-2.43792, 1.75175, -0.37751], [-0.88979, 2.43300, 0.52763], [1.42637, -1.75528, 2.21197], [2.86081, -1.52610, 1.68118], [0.45170, 0.34462, 1.33178]], "lumo_energy_ev": [-4.28, -4.31], "mol_weight_g_mol": 185.3, "homo_ev": [-11.8, -12.7], "total_charge": 1}


## b
{"formula": "C9H17N2S", "method": "the ωB97M-V functional and the def2-TZVPD basis", "elements": ["C", "C", "C", "C", "C", "C", "C", "C", "N", "S", "C", "N", "H", "H", "H", "H", "H", "H", "H", "H", "H", "H", "H", "H", "H", "H", "H", "H", "H"], "xyz": [[2.52720, 2.19903, 0.55792], [1.99997, 1.10265, -0.37535], [2.02848, -0.43579, -0.09227], [0.54013, -0.60419, -0.39785], [0.49075, -1.31132, -1.78574], [-0.26489, -1.26193, 0.75663], [-1.64767, -1.82800, 0.40457], [-2.85547, -0.96049, 0.50464], [-2.81613, 0.32734, 0.37373], [-4.30232, 1.01301, 0.15467], [0.49725, 0.94708, -0.29412], [-0.47346, 1.69428, 0.11457], [2.57282, 3.20391, -0.02607], [3.59780, 1.83697, 0.78749], [2.06157, 2.53102, 1.46748], [2.09260, 1.09811, -1.46477], [2.81270, -0.84786, -0.66843], [2.36209, -0.78853, 0.97348], [1.11968, -0.79826, -2.53339], [-0.45761, -1.24470, -2.14227], [0.73180, -2.25801, -1.50727], [-0.37653, -0.70054, 1.58524], [0.42477, -2.18387, 0.85804], [-1.51908, -2.26893, -0.55286], [-1.64689, -2.79869, 1.03573], [-3.72829, -1.57935, 0.52464], [-4.05311, 2.10111, 0.87840], [-1.28440, 1.18872, 0.36959], [-0.43377, 2.62720, 0.49357]], "lumo_energy_ev": -3.47, "smiles": "C[C@H]1C[C@@](C)(CC/C=N/S)C1=[NH2+]", "mol_weight_g_mol": 185.3, "homo_ev": -12.2, "total_charge": 1}


Preferred: b; penalty for the next structure: 284.2 kJ/mol.


## a
{"formula": "C6H8S2", "method": "the ωB97M-V functional and the def2-TZVPD basis", "elements": ["S", "C", "C", "C", "S", "C", "C", "C", "H", "H", "H", "H", "H", "H", "H", "H"], "xyz": [[-2.92749, -0.06500, -0.49035], [-1.73429, -0.66209, 0.66432], [-0.36881, -0.46212, 0.22883], [0.43326, -1.57043, -0.12836], [2.17118, -1.16082, -0.29033], [1.53975, 0.54462, -0.61621], [1.33635, 1.84095, -0.15518], [0.66627, 0.65265, 0.60863], [-1.81683, -0.14372, -1.59799], [-2.00651, -0.29801, 1.71754], [-2.06341, -1.72495, 0.48781], [-0.01441, -2.59580, -0.28911], [1.06012, 0.48036, -1.63187], [1.97149, 2.44307, 0.66066], [0.51232, 2.29755, -0.74449], [1.24102, 0.42372, 1.57611]], "lumo_energy_ev": 0.50, "smiles": "SCC1=CS[C@@H]2C[C@@H]12", "mol_weight_g_mol": 144.3, "homo_ev": -8.2}


## b
{"formula": "C6H8S2", "method": "the ωB97M-V functional and the def2-TZVPD basis", "elements": ["C", "C", "C", "C", "C", "C", "H", "H", "H", "H", "H", "H", "H", "H", "S", "S"], "xyz": [[-0.16321, 0.18463, 1.84652], [-0.30901, -0.10108, 0.36855], [0.49425, -1.87609, -0.99705], [1.03580, -0.65506, -0.24159], [-1.02112, 0.95440, -0.34470], [-0.41026, 1.80136, -1.14391], [-1.05569, 0.39597, 2.39444], [0.46201, 1.07590, 1.93222], [0.32371, -0.65304, 2.24506], [0.27897, -1.72154, -2.07737], [1.21054, -2.68382, -0.90716], [-2.10675, 0.94438, -0.14780], [0.69113, 1.84849, -1.21050], [-0.94519, 2.51510, -1.76044], [-1.04672, -1.76871, -0.02000], [2.56154, -0.26088, 0.06372]], "lumo_energy_ev": -0.32, "mol_weight_g_mol": 144.3, "homo_ev": -8.9}


Preferred: b; penalty for the next structure: 396.0 kJ/mol.


## a
{"formula": "CCl4O2P", "method": "the ωB97M-V functional and the def2-TZVPD basis", "elements": ["C", "O", "O", "P", "Cl", "Cl", "Cl", "Cl"], "xyz": [[0.49293, -0.68861, 0.61763], [-0.26778, 1.93994, 0.72112], [-1.81590, -0.52896, -2.17656], [-0.06792, 0.87866, -0.27416], [1.96893, -0.41614, 1.54017], [-0.84302, -1.01322, 1.69418], [0.69363, -1.98271, -0.53087], [1.64326, 1.26924, -1.28038]], "lumo_energy_ev": [1.94, 1.94], "mol_weight_g_mol": 216.8, "homo_ev": [-4.8, -4.8], "total_charge": -1}


## b
{"formula": "CCl4O2P", "method": "the ωB97M-V functional and the def2-TZVPD basis", "elements": ["C", "O", "O", "P", "Cl", "Cl", "Cl", "Cl"], "xyz": [[0.68008, 0.38732, 0.35203], [-1.14483, -0.22337, -1.71797], [-1.67372, 1.12317, 0.46162], [-1.03032, 0.00529, -0.27667], [1.98479, -1.32236, -0.95025], [1.33182, 1.69163, -0.44724], [1.18151, 0.15310, 2.02325], [-1.32933, -1.81478, 0.55521]], "lumo_energy_ev": [2.08, 2.08], "mol_weight_g_mol": 216.8, "homo_ev": [-6.0, -6.0], "total_charge": -1}


Preferred: b; penalty for the next structure: 549.7 kJ/mol.